Density functional theory data (wB97M-V/def2-TZVPD) for an isolated molecule of C40H53N7O2 at a distorted geometry.

Bonds (Å) are listed after each position.
Element x y z (Å)
1 C 0.5778 -1.2646 -3.6974  C2 1.492, H14 1.094, H15 1.100, H16 1.089
2 C 0.2600 0.1723 -3.4539  C1 1.492, C3 1.508, N9 1.297
3 C -1.0055 0.5523 -2.7270  C2 1.508, C4 1.564, H17 1.093, C61 1.537
4 C -1.7197 1.6774 -3.5457  C3 1.564, O5 1.227, N6 1.367
5 O -1.2347 2.7991 -3.6561  C4 1.227
6 N -2.9608 1.4061 -4.0489  C4 1.367, C7 1.447, C8 1.455
7 C -3.8331 2.5020 -4.4138  N6 1.447, H18 1.086, H19 1.090, H20 1.099
8 C -3.5052 0.0679 -4.2208  N6 1.455, H21 1.097, H22 1.102, H23 1.097
9 N 0.9624 1.1430 -3.9505  C2 1.297, N10 1.310
10 N 1.9332 0.9238 -4.8021  N9 1.310, C11 1.412
11 C 2.9047 1.9354 -4.6358  N10 1.412, N12 1.372, O13 1.224
12 N 3.9451 1.7054 -5.4999  C11 1.372, H24 1.003, H25 1.007
13 O 2.8981 2.8546 -3.8273  C11 1.224
14 H -0.1684 -1.7304 -4.3473  C1 1.094
15 H 1.5700 -1.3391 -4.1673  C1 1.100
16 H 0.5804 -1.8085 -2.7539  C1 1.089
17 H -1.6200 -0.3509 -2.7076  C3 1.093
18 H -3.2587 3.4177 -4.5225  C7 1.086
19 H -4.3487 2.2700 -5.3456  C7 1.090
20 H -4.6032 2.6707 -3.6487  C7 1.099
21 H -2.7722 -0.5774 -4.7213  C8 1.097
22 H -3.7744 -0.4149 -3.2680  C8 1.102
23 H -4.4029 0.1368 -4.8469  C8 1.097
24 H 3.7991 1.1116 -6.2955  N12 1.003
25 H 4.6077 2.4605 -5.5711  N12 1.007
26 C 3.5106 2.1055 1.1756  C27 1.529, H62 1.097, H63 1.097, H64 1.100
27 C 2.4371 2.5310 0.1742  C26 1.529, C28 1.522, C29 1.521, H65 1.096
28 C 3.0286 3.4132 -0.9159  C27 1.522, H66 1.094, H67 1.095, H68 1.094
29 C 1.2722 3.1992 0.8888  C27 1.521, C30 1.395, C37 1.409
30 C 1.4189 4.5189 1.3176  C29 1.395, C31 1.392, H69 1.093
31 C 0.4521 5.1095 2.1261  C30 1.392, C32 1.390, H70 1.091
32 C -0.6403 4.3651 2.5571  C31 1.390, C33 1.396, H71 1.096
33 C -0.7932 3.0302 2.1783  C32 1.396, C34 1.528, C37 1.417
34 C -1.9954 2.2951 2.7685  C33 1.528, C35 1.526, C36 1.536, H72 1.095
35 C -3.2669 2.7402 2.0508  C34 1.526, H73 1.096, H74 1.096, H75 1.098
36 C -2.1519 2.5294 4.2784  C34 1.536, H76 1.096, H77 1.098, H78 1.097
37 C 0.1375 2.4587 1.2755  C29 1.409, C33 1.417, N38 1.464
38 N 0.1266 1.0275 0.9672  C37 1.464, N39 1.355, C60 1.392
39 N 0.5762 0.1322 1.8799  N38 1.355, N40 1.359
40 N 0.4174 -1.0778 1.2829  N39 1.359, C41 1.454, C53 1.398
41 C 0.7162 -2.3290 1.9609  N40 1.454, C42 1.404, C49 1.406
42 C -0.2934 -2.9753 2.6924  C41 1.404, C43 1.518, C46 1.393
43 C -1.5870 -2.2371 2.9837  C42 1.518, C44 1.524, C45 1.530, H79 1.100
44 C -1.3481 -1.1676 4.0431  C43 1.524, H80 1.096, H81 1.097, H82 1.099
45 C -2.7566 -3.1528 3.3514  C43 1.530, H83 1.097, H84 1.097, H85 1.096
46 C -0.0568 -4.2655 3.1599  C42 1.393, C47 1.393, H86 1.088
47 C 1.1995 -4.8531 3.0324  C46 1.393, C48 1.390, H87 1.093
48 C 2.2260 -4.1518 2.4107  C47 1.390, C49 1.395, H88 1.091
49 C 1.9901 -2.9079 1.8244  C41 1.406, C48 1.395, C50 1.523
50 C 3.1157 -2.2178 1.0647  C49 1.523, C51 1.530, C52 1.528, H89 1.096
51 C 3.8650 -3.1748 0.1347  C50 1.530, H90 1.096, H91 1.096, H92 1.097
52 C 4.0855 -1.5247 2.0204  C50 1.528, H93 1.097, H94 1.099, H95 1.098
53 C -0.2661 -0.9464 0.0709  N40 1.398, C54 1.456, C60 1.361
54 C -0.9262 -2.0752 -0.5701  C53 1.456, C55 1.420, C59 1.415
55 C -2.2956 -1.9786 -0.9338  C54 1.420, C56 1.398, H96 1.098
56 C -2.8776 -2.9627 -1.7378  C55 1.398, C57 1.404, H97 1.094
57 C -2.1617 -4.1257 -2.0615  C56 1.404, C58 1.404, H98 1.098
58 C -0.8704 -4.3110 -1.5421  C57 1.404, C59 1.397, H99 1.093
59 C -0.2629 -3.3066 -0.7843  C54 1.415, C58 1.397, H100 1.092
60 C -0.3090 0.3886 -0.1909  N38 1.392, C53 1.361, C61 1.480
61 C -0.9288 1.1360 -1.3075  C3 1.537, C60 1.480, H101 1.124, H102 1.110
62 H 3.0761 1.4931 1.9757  C26 1.097
63 H 4.2902 1.5175 0.6755  C26 1.097
64 H 3.9834 2.9856 1.6350  C26 1.100
65 H 2.0416 1.6338 -0.3150  C27 1.096
66 H 2.2927 3.5967 -1.7037  C28 1.094
67 H 3.3663 4.3785 -0.5235  C28 1.095
68 H 3.8803 2.9145 -1.3874  C28 1.094
69 H 2.3076 5.0845 1.0248  C30 1.093
70 H 0.5680 6.1457 2.4464  C31 1.091
71 H -1.3873 4.8307 3.2109  C32 1.096
72 H -1.8439 1.2229 2.6044  C34 1.095
73 H -3.1952 2.5454 0.9748  C35 1.096
74 H -4.1450 2.2198 2.4486  C35 1.096
75 H -3.4197 3.8187 2.1857  C35 1.098
76 H -1.2678 2.1883 4.8284  C36 1.096
77 H -2.3093 3.5909 4.5099  C36 1.098
78 H -3.0221 1.9780 4.6549  C36 1.097
79 H -1.8757 -1.7270 2.0532  C43 1.100
80 H -0.6088 -0.4399 3.6907  C44 1.096
81 H -2.2783 -0.6348 4.2773  C44 1.097
82 H -0.9532 -1.6160 4.9655  C44 1.099
83 H -2.9749 -3.8498 2.5330  C45 1.097
84 H -2.5551 -3.7297 4.2626  C45 1.097
85 H -3.6563 -2.5502 3.5232  C45 1.096
86 H -0.8636 -4.8146 3.6415  C46 1.088
87 H 1.3779 -5.8566 3.4275  C47 1.093
88 H 3.2213 -4.5926 2.3362  C48 1.091
89 H 2.6413 -1.4499 0.4428  C50 1.096
90 H 3.1821 -3.6271 -0.5939  C51 1.096
91 H 4.6423 -2.6324 -0.4147  C51 1.096
92 H 4.3481 -3.9825 0.6975  C51 1.097
93 H 3.5453 -0.8811 2.7256  C52 1.097
94 H 4.6510 -2.2676 2.5996  C52 1.099
95 H 4.7972 -0.9063 1.4579  C52 1.098
96 H -2.8854 -1.1346 -0.5531  C55 1.098
97 H -3.9016 -2.8260 -2.0984  C56 1.094
98 H -2.6176 -4.8962 -2.6978  C57 1.098
99 H -0.3360 -5.2454 -1.7325  C58 1.093
100 H 0.7351 -3.4439 -0.3629  C59 1.092
101 H -2.0147 1.2611 -1.0443  C61 1.124
102 H -0.4548 2.1394 -1.3338  C61 1.110

Computed properties:
Energy: -2089.686345 hartree
LUMO: -0.766 eV
Max |F|: 2.6 eV/A
Energy above the lowest of the compared OMol25 structures with the same formula, charge and spin: 0.00 kcal per mole
Charge: 0

Density functional theory data (wB97M-V/def2-TZVPD) for a cluster of 5 separate species, C40H54F12N5O10S2 in total at a distorted geometry.

Bonds (Å) are listed after each position.
Element x y z (Å)
1 C 5.3686 -2.3839 1.6910  C2 1.566, H34 1.117, H35 1.125, H36 1.125
2 C 4.2834 -1.5923 0.8858  C1 1.566, O3 1.460, C4 1.598, H37 1.120
3 O 3.9086 -2.4551 -0.2312  C2 1.460, H38 0.974
4 C 2.9347 -1.3904 1.7179  C2 1.598, N5 1.480, H39 1.126, H40 1.120
5 N 2.9304 -0.1530 2.5302  C4 1.480, C6 1.500, H41 1.025
6 C 1.5387 0.3562 2.7655  N5 1.500, C7 1.571, H42 1.129, H43 1.118
7 C 1.3168 1.7923 2.1693  C6 1.571, O8 1.446, H44 1.129, H45 1.128
8 O 0.6957 1.8286 0.8637  C7 1.446, N9 1.394
9 N -0.5568 1.2170 0.8722  O8 1.394, C10 1.490, C14 1.501
10 C -0.3122 0.1807 -0.1693  N9 1.490, N11 1.307, N12 1.423
11 N -0.3748 -1.1196 -0.0542  C10 1.307, H46 1.021, H47 1.025
12 N -0.0455 0.9631 -1.3273  C10 1.423, C13 1.511, H48 1.023
13 C -0.6285 2.3468 -1.1562  N12 1.511, C14 1.581, H49 1.122, H50 1.112
14 C -1.5360 2.0575 0.1055  N9 1.501, C13 1.581, C15 1.564, H51 1.132
15 C -2.2651 3.2144 0.8649  C14 1.564, C16 1.603, H52 1.121, H53 1.124
16 C -3.5820 2.5798 1.5222  C15 1.603, C17 1.583, H54 1.125, H55 1.118
17 C -4.8388 3.5386 1.4472  C16 1.583, S18 1.831, H56 1.124, H57 1.125
18 S -6.3135 2.8002 0.6528  C17 1.831, C19 1.827
19 C -7.0325 1.5758 1.8031  S18 1.827, S20 1.648, N21 1.441
20 S -6.3425 1.4225 3.2921  C19 1.648
21 N -8.1615 0.8550 1.2718  C19 1.441, C22 1.452, C28 1.456
22 C -7.8300 -0.4741 0.7901  N21 1.452, C23 1.457, C27 1.481
23 C -6.7660 -1.3391 1.2814  C22 1.457, C24 1.476, H58 1.110
24 C -6.5546 -2.6473 0.6316  C23 1.476, C25 1.461, H59 1.121
25 C -7.3460 -3.1173 -0.5030  C24 1.461, C26 1.464, H60 1.116
26 C -8.4278 -2.2554 -0.9838  C25 1.464, C27 1.449, H61 1.118
27 C -8.6396 -0.9720 -0.3452  C22 1.481, C26 1.449, H62 1.113
28 C -9.3424 0.8945 2.1222  N21 1.456, C29 1.455, C33 1.477
29 C -9.4829 0.3132 3.4487  C28 1.455, C30 1.472, H63 1.114
30 C -10.7595 0.4370 4.1715  C29 1.472, C31 1.470, H64 1.120
31 C -11.9357 1.0962 3.5865  C30 1.470, C32 1.473, H65 1.119
32 C -11.8031 1.6642 2.2335  C31 1.473, C33 1.451, H66 1.119
33 C -10.5269 1.5655 1.5506  C28 1.477, C32 1.451, H67 1.116
34 H 5.9539 -1.7149 2.3667  C1 1.117
35 H 4.8387 -3.1907 2.2698  C1 1.125
36 H 6.0370 -2.9254 0.9666  C1 1.125
37 H 4.6302 -0.6181 0.4557  C2 1.120
38 H 3.5223 -1.8983 -0.9313  O3 0.974
39 H 2.7803 -2.3392 2.3036  C4 1.126
40 H 2.1177 -1.3326 0.9538  C4 1.120
41 H 3.3363 -0.4280 3.4305  N5 1.025
42 H 1.4553 0.4631 3.8866  C6 1.129
43 H 0.8093 -0.4164 2.4175  C6 1.118
44 H 0.8019 2.4834 2.8986  C7 1.129
45 H 2.3448 2.2357 2.0329  C7 1.128
46 H 0.2042 -1.7314 -0.6318  N11 1.021
47 H -1.0327 -1.5887 0.5762  N11 1.025
48 H -0.3741 0.4509 -2.1492  N12 1.023
49 H -1.3727 2.4733 -1.9858  C13 1.122
50 H 0.0721 3.2108 -1.1630  C13 1.112
51 H -2.2322 1.2658 -0.3080  C14 1.132
52 H -2.5014 4.0798 0.1931  C15 1.121
53 H -1.5490 3.5888 1.6464  C15 1.124
54 H -3.3507 2.4397 2.6139  C16 1.125
55 H -3.8507 1.6208 1.0132  C16 1.118
56 H -5.1490 3.8641 2.4772  C17 1.124
57 H -4.5945 4.4776 0.8780  C17 1.125
58 H -6.1224 -1.0194 2.1272  C23 1.110
59 H -5.7371 -3.3354 0.9698  C24 1.121
60 H -7.1302 -4.1089 -0.9679  C25 1.116
61 H -9.0869 -2.5617 -1.8332  C26 1.118
62 H -9.4505 -0.3218 -0.7423  C27 1.113
63 H -8.6216 -0.2056 3.9290  C29 1.114
64 H -10.8694 0.0232 5.2061  C30 1.120
65 H -12.9090 1.1528 4.1360  C31 1.119
66 H -12.6759 2.1687 1.7474  C32 1.119
67 H -10.4491 1.9895 0.5215  C33 1.116
68 C 5.1095 3.7041 0.1069  C69 1.515, H77 1.092, H78 1.092, H79 1.091
69 C 4.8066 4.1850 1.5113  C68 1.515, O70 1.435, H80 1.091, H81 1.093
70 O 5.5747 5.3547 1.8286  C69 1.435, C71 1.339
71 C 5.1100 6.5093 1.3355  O70 1.339, O72 1.198, C73 1.529
72 O 4.1232 6.6151 0.6640  C71 1.198
73 C 5.9948 7.6736 1.7825  C71 1.529, F74 1.345, F75 1.345, F76 1.338
74 F 7.3037 7.4063 1.6254  C73 1.345
75 F 5.8088 7.9596 3.0840  C73 1.345
76 F 5.7434 8.7945 1.0969  C73 1.338
77 H 6.1823 3.5411 -0.0179  C68 1.092
78 H 4.5831 2.7713 -0.1038  C68 1.092
79 H 4.8112 4.4441 -0.6377  C68 1.091
80 H 5.0945 3.4163 2.2297  C69 1.091
81 H 3.7398 4.3754 1.6520  C69 1.093
82 C 9.6139 5.4460 -1.3142  C83 1.516, H91 1.092, H92 1.091, H93 1.091
83 C 9.7102 4.4173 -2.4232  C82 1.516, O84 1.438, H94 1.090, H95 1.092
84 O 10.5638 3.3251 -2.0402  C83 1.438, C85 1.336
85 C 10.0161 2.4056 -1.2412  O84 1.336, O86 1.199, C87 1.529
86 O 8.8886 2.4386 -0.8338  C85 1.199
87 C 11.0180 1.2872 -0.9515  C85 1.529, F88 1.343, F89 1.346, F90 1.340
88 F 12.2294 1.7632 -0.6186  C87 1.343
89 F 11.1925 0.4938 -2.0250  C87 1.346
90 F 10.6216 0.4981 0.0559  C87 1.340
91 H 10.6092 5.7837 -1.0192  C82 1.092
92 H 9.0295 6.3081 -1.6389  C82 1.091
93 H 9.1430 5.0259 -0.4238  C82 1.091
94 H 10.1632 4.8706 -3.3050  C83 1.090
95 H 8.7259 4.0492 -2.7195  C83 1.092
96 C -8.3645 -1.7760 -7.3513  C97 1.515, H105 1.092, H106 1.091, H107 1.091
97 C -9.3746 -2.9050 -7.3764  C96 1.515, O98 1.438, H108 1.090, H109 1.092
98 O -8.9430 -4.0008 -6.5505  C97 1.438, C99 1.336
99 C -9.1418 -3.8580 -5.2374  O98 1.336, O100 1.199, C101 1.529
100 O -9.6400 -2.8973 -4.7213  C99 1.199
101 C -8.6794 -5.1088 -4.4900  C99 1.529, F102 1.346, F103 1.344, F104 1.341
102 F -7.4675 -5.5305 -4.8948  C101 1.346
103 F -9.5243 -6.1378 -4.6746  C101 1.344
104 F -8.5954 -4.9079 -3.1668  C101 1.341
105 H -7.3754 -2.1423 -7.6344  C96 1.092
106 H -8.6581 -0.9820 -8.0391  C96 1.091
107 H -8.2725 -1.3494 -6.3512  C96 1.091
108 H -9.4618 -3.2962 -8.3902  C97 1.090
109 H -10.3674 -2.5655 -7.0754  C97 1.092
110 C 8.8464 -5.3920 -0.4814  C111 1.514, H119 1.092, H120 1.091, H121 1.091
111 C 7.8569 -6.5341 -0.5679  C110 1.514, O112 1.436, H122 1.090, H123 1.092
112 O 8.2828 -7.6380 0.2462  C111 1.436, C113 1.340
113 C 8.0365 -7.5226 1.5580  O112 1.340, O114 1.199, C115 1.529
114 O 7.5005 -6.5812 2.0728  C113 1.199
115 C 8.4999 -8.7777 2.2982  C113 1.529, F116 1.344, F117 1.346, F118 1.338
116 F 9.7323 -9.1629 1.9239  C115 1.344
117 F 7.6784 -9.8180 2.0630  C115 1.346
118 F 8.5355 -8.6014 3.6245  C115 1.338
119 H 9.8505 -5.7331 -0.7409  C110 1.092
120 H 8.5635 -4.5832 -1.1569  C110 1.091
121 H 8.8973 -4.9927 0.5328  C110 1.091
122 H 7.8078 -6.9007 -1.5936  C111 1.090
123 H 6.8489 -6.2185 -0.2906  C111 1.092

Computed properties:
Energy: -4577.128587 hartree
LUMO: -4.090 eV
Max |F|: 4.9 eV/A
Charge: +1

Q: The lowest LUMO belongs to which entry?
A: C40H54F12N5O10S2

Q: Which formula does entry 1 have?
A: C40H53N7O2